The following is a DFT calculation (the ωB97M-V functional and the def2-TZVPD basis) of a 4-piece molecular cluster, C35H46BClN5O11PSSi overall.

Structure (XYZ):
```
102
Properties=species:S:1:pos:R:3:forces:R:3:lowdin_charge:R:1
H 3.9323 1.1848 1.0017 0.22 0.33 -0.02 0.0317
N 4.1333 2.1207 1.3708 -0.61 0.61 -0.48 0.1289
C 3.3058 2.9625 0.8626 -0.41 0.07 0.65 -0.4873
N 3.3581 4.3657 1.2461 0.30 -2.25 -0.12 0.0941
N 2.2778 2.6105 -0.1172 1.13 0.15 0.05 -0.0104
C 2.9220 2.0548 -1.3613 -0.49 -0.02 -0.42 -0.2137
C 2.3121 0.6519 -1.7286 0.00 0.02 0.11 -0.1970
C 2.5872 -0.4923 -0.6677 -0.53 0.63 -0.64 -0.2060
C 1.8803 -1.7988 -1.2086 0.91 0.10 0.42 -0.1742
C 2.2742 -3.1148 -0.3727 -0.29 2.35 -2.22 -0.4412
O 1.0337 -3.6397 0.1189 1.51 -1.15 0.64 -0.1360
C 1.1965 -4.8342 0.8730 -0.09 -0.83 1.22 -0.3075
N 0.3979 -5.9900 0.2827 0.75 1.23 -2.43 0.0966
C 0.0351 -5.7536 -0.8749 -2.37 0.63 0.53 -0.6959
S -0.8824 -5.2095 -2.0974 1.63 -1.21 1.29 0.7221
C 0.7334 -4.7096 2.3860 1.11 -0.88 -0.04 -0.1643
B 2.1065 -4.3908 3.2288 0.00 1.41 0.04 -0.5443
O 2.9295 -5.3804 3.7819 -0.90 0.75 -1.32 0.1525
O 2.4242 -3.0037 3.3471 -0.49 -2.08 1.19 0.1091
N -0.3390 -3.7378 2.6450 -0.75 -1.57 0.36 -0.1109
C -0.7982 -3.9429 4.0563 -0.02 1.75 1.11 -0.1603
C -0.3920 -2.7456 4.9824 -0.19 -2.05 -0.99 -0.0906
C -0.1012 -1.9089 5.7963 -0.39 0.39 1.47 0.0762
C -1.5475 -3.9307 1.8139 -1.06 1.20 -0.72 -0.1492
C -2.3638 -2.5549 1.8453 -0.10 -0.97 0.43 -0.2452
O -1.9264 -1.6438 0.8182 -1.86 -0.39 -0.02 -0.2367
Si -3.3189 -1.1302 -0.0674 0.85 0.68 -0.39 0.4790
C -4.0392 -2.6733 -0.9608 0.18 -0.41 1.07 -0.1638
C -2.6940 0.1850 -1.3203 0.01 -0.56 0.34 -0.1548
C -4.6002 -0.3140 1.1105 -0.13 0.00 0.68 -0.1741
P 3.1205 -4.2817 -1.6319 -0.18 -2.38 0.25 0.6035
O 2.1639 -4.3420 -3.0206 0.82 0.59 1.17 -0.3861
Cl 4.9535 -3.3861 -2.1577 -1.14 0.38 0.16 0.1761
H 2.5165 4.5389 1.8083 0.41 0.28 -0.42 0.0870
H 4.2004 4.4136 1.8380 -0.62 0.35 0.03 0.0423
H 1.5994 1.9460 0.2577 0.45 0.21 0.04 0.0985
H 4.0471 2.0161 -1.2424 -1.26 -0.16 -0.08 0.1193
H 2.7066 2.7897 -2.1850 0.25 -0.80 0.59 0.1083
H 2.6771 0.3377 -2.7515 -0.27 0.30 1.09 0.1183
H 1.1843 0.7443 -1.8102 1.16 0.08 0.01 0.1146
H 3.7001 -0.6332 -0.5422 -1.09 -0.06 -0.17 0.1120
H 2.1631 -0.1360 0.3192 0.41 -0.76 -0.89 0.1139
H 0.7618 -1.7071 -1.2513 1.03 -0.03 0.27 0.1253
H 2.2365 -1.9153 -2.2791 -0.49 0.08 1.13 0.0869
H 3.0218 -2.8731 0.4321 -0.73 -0.36 -0.55 0.1321
H 2.2661 -5.2159 0.8887 -1.09 0.62 -0.33 0.1395
H 0.4378 -5.7627 2.7205 0.09 0.92 -0.68 0.1483
H 2.7789 -6.2174 3.3058 -0.03 0.21 0.64 0.1090
H 2.3701 -2.8123 4.3088 0.40 0.37 -0.69 0.1022
H -0.4586 -4.9340 4.4804 -0.08 1.11 -0.26 0.1339
H -1.9271 -3.9721 4.1280 1.25 0.07 -0.26 0.1252
H -0.0474 -1.2950 6.7215 0.18 -0.60 -1.59 0.0518
H -1.3624 -4.1137 0.7234 0.29 0.21 1.05 0.0953
H -2.2188 -4.7852 2.1576 0.79 0.84 -0.18 0.1342
H -3.4559 -2.8574 1.7480 0.99 0.47 -0.09 0.0989
H -2.2739 -2.0193 2.8289 0.07 -0.68 -0.70 0.1239
H -3.2105 -3.4483 -0.9359 -0.91 0.82 -0.45 0.0078
H -4.8534 -3.1063 -0.3005 0.63 0.46 -1.01 0.0383
H -4.4040 -2.4587 -1.9972 0.30 -0.34 0.96 0.0345
H -1.5979 -0.0203 -1.5057 -1.16 0.16 -0.13 0.0260
H -2.7706 1.2096 -0.8660 -0.05 -0.94 -0.66 0.0114
H -3.3350 0.0718 -2.2527 1.09 0.45 1.09 0.0146
H -4.1145 0.4187 1.8242 -0.33 -0.70 -0.90 0.0500
H -5.0904 -1.0881 1.7791 0.27 0.89 -0.88 0.0359
H -5.3789 0.2660 0.5301 0.73 -0.87 0.67 0.0188
H 2.0456 -5.2941 -3.2162 0.11 0.70 0.13 0.0344
O -4.3732 1.8436 -8.8890 -0.02 -0.03 0.16 0.1100
C -4.4775 1.6154 -7.7015 0.05 0.06 -0.28 -0.3869
C -3.3654 1.8935 -6.7640 0.09 0.00 0.20 0.0239
C -3.4803 1.6406 -5.4614 0.16 0.08 -0.12 0.0270
C -4.7245 1.0726 -4.8954 -0.01 -0.03 0.19 -0.3762
O -4.8281 0.8444 -3.7062 -0.17 0.06 -0.21 0.0799
C -5.8367 0.7944 -5.8319 -0.10 -0.01 -0.18 0.0215
C -5.7222 1.0471 -7.1344 -0.15 -0.08 0.16 0.0227
H -2.4632 2.3094 -7.1948 -0.03 -0.01 -0.04 0.1237
H -2.6777 1.8367 -4.7612 -0.04 -0.02 0.04 0.1250
H -6.7387 0.3784 -5.4007 0.03 0.00 0.04 0.1217
H -6.5249 0.8508 -7.8340 0.03 0.02 -0.03 0.1230
O 10.9430 3.2879 1.5771 -0.12 0.08 0.05 0.1027
C 9.8345 3.6796 1.8824 0.22 -0.17 -0.11 -0.3897
C 8.6247 2.8846 1.5734 -0.17 0.05 0.04 0.0218
C 7.4092 3.3167 1.9070 0.05 -0.24 -0.15 0.0242
C 7.2184 4.6093 2.6023 -0.14 -0.05 0.00 -0.3736
O 6.1093 5.0011 2.9078 0.07 0.06 -0.03 0.0914
C 8.4275 5.4053 2.9121 0.18 0.08 0.05 0.0203
C 9.6420 4.9732 2.5785 -0.11 0.17 0.10 0.0200
H 8.7835 1.9417 1.0653 0.04 0.02 0.01 0.1218
H 6.5110 2.7490 1.6888 -0.09 0.05 0.06 0.0876
H 8.2684 6.3482 3.4203 -0.04 -0.01 0.00 0.1210
H 10.5377 5.5409 2.7973 0.02 -0.04 -0.02 0.1213
O -3.3150 3.2592 -0.1282 -0.14 0.18 0.10 0.0961
C -4.4123 3.7158 0.1225 0.22 -0.09 -0.05 -0.3727
C -5.6484 2.9764 -0.2185 -0.22 -0.03 -0.04 0.0166
C -6.8514 3.4787 0.0543 0.12 -0.16 -0.08 0.0274
C -7.0039 4.7968 0.7114 -0.26 0.09 0.06 -0.3877
O -8.1008 5.2533 0.9616 0.14 -0.05 -0.03 0.1061
C -5.7671 5.5366 1.0520 0.22 0.03 0.01 0.0217
C -4.5642 5.0342 0.7790 -0.09 0.18 0.09 0.0236
H -5.5186 2.0148 -0.6983 0.06 0.06 -0.07 0.1031
H -7.7660 2.9524 -0.1886 -0.02 0.04 0.02 0.1238
H -5.8965 6.4991 1.5310 -0.05 -0.02 -0.01 0.1224
H -3.6494 5.5604 1.0213 0.02 -0.04 -0.02 0.1228
```
Forces are in eV/Å.

HOMO = -8.730 eV
SMILES = [H]/N=C(/N)NCCCC[C@@H](O[C@H](N=C=S)[C@@H](B(O)O)N(CC#C)CCO[Si](C)(C)C)P(O)Cl.O=C1C=CC(=O)C=C1.O=C1C=CC(=O)C=C1.O=C1C=CC(=O)C=C1

The following is a DFT calculation (the ωB97M-V functional and the def2-TZVPD basis) of C35H46Cl2CrN3O4P2S as an isolated structure.

Structure (XYZ):
```
94
Properties=species:S:1:pos:R:3:forces:R:3:lowdin_charge:R:1
Cr 0.3736 -0.4015 0.0076 0.61 -0.53 -1.69 0.2869
C 1.8799 -0.3344 3.3190 -0.30 -0.10 -0.27 -0.1781
P 1.3048 0.6593 1.8908 1.33 0.43 0.70 1.0461
C 0.0038 1.6901 2.6261 0.56 0.40 1.29 -0.3893
N 0.2373 2.2083 3.8170 -0.40 -0.21 -0.50 0.1445
C -0.7346 2.9886 4.3547 -0.45 -0.08 -0.52 -0.1940
C -0.5476 3.5934 5.6053 -0.24 0.35 0.46 -0.0085
C -1.5418 4.3774 6.1468 0.85 -0.39 0.07 -0.0748
C -2.7394 4.5802 5.4619 -0.51 -0.09 -0.67 -0.0735
C -2.9455 4.0116 4.2254 -0.22 0.37 0.58 -0.0053
C -1.9535 3.2066 3.6497 0.60 -0.13 0.08 -0.1939
N -2.1581 2.6600 2.4258 0.58 -0.28 -0.02 0.1556
C -1.1938 1.9120 1.9283 -1.16 0.65 0.27 -0.3772
P -1.4214 1.1569 0.2917 -0.70 0.91 -0.85 1.0616
C -1.1376 2.6469 -0.7506 0.16 -0.06 0.34 -0.2317
C -3.2790 0.9102 0.0755 0.04 -0.15 0.09 -0.6586
C -3.4383 0.1325 -1.2345 0.19 -0.04 0.12 -0.0828
C -4.0173 2.2496 -0.0118 0.19 0.01 0.03 -0.0971
C -3.8375 0.1032 1.2423 0.21 -0.08 0.05 -0.0841
C 2.7258 1.8969 1.7315 -0.16 0.03 -0.21 -0.6686
C 3.2249 2.3783 3.0931 -0.18 -0.07 -0.02 -0.0904
C 3.8733 1.2427 0.9639 -0.26 -0.11 -0.03 -0.0828
C 2.1980 3.0774 0.9237 -0.08 -0.09 -0.10 -0.0847
H 1.7427 0.2740 4.2144 0.12 -0.10 -0.03 0.0534
H 2.9301 -0.5956 3.1820 -0.06 0.03 0.01 0.0566
H 1.2878 -1.2449 3.3899 0.18 0.10 0.05 0.0143
H 0.3871 3.4368 6.1222 0.09 -0.06 0.04 0.1134
H -1.3899 4.8382 7.1121 0.01 0.03 0.05 0.1053
H -3.5056 5.1968 5.9083 -0.08 0.04 -0.01 0.1054
H -3.8643 4.1700 3.6822 -0.08 -0.01 -0.09 0.1146
H -1.5946 3.5194 -0.2884 -0.18 0.01 -0.03 0.0510
H -1.5304 2.4897 -1.7527 0.01 -0.04 -0.02 0.0403
H -0.0648 2.7943 -0.8399 -0.08 -0.07 -0.06 -0.0101
H -2.9137 0.6333 -2.0499 0.01 -0.05 -0.12 0.0766
H -4.4909 0.0629 -1.5072 -0.12 0.05 0.06 0.0917
H -3.0432 -0.8766 -1.1228 0.04 -0.04 -0.07 0.0710
H -3.7754 2.7826 -0.9279 -0.01 0.08 -0.07 0.0726
H -3.7712 2.8686 0.8476 -0.13 0.06 -0.12 0.0537
H -5.0912 2.0642 -0.0049 -0.10 -0.12 -0.05 0.0867
H -3.2904 -0.8264 1.3765 -0.17 0.04 0.01 0.0412
H -4.8834 -0.1397 1.0579 -0.13 0.04 -0.08 0.0916
H -3.7746 0.6862 2.1574 -0.07 -0.01 0.16 0.0745
H 3.7855 1.5967 3.5986 0.06 -0.06 0.15 0.0747
H 2.3945 2.6893 3.7248 0.20 0.05 0.05 0.0562
H 3.8936 3.2265 2.9467 0.08 0.05 -0.07 0.0882
H 4.2551 0.3703 1.4897 0.10 -0.15 0.03 0.0757
H 4.6923 1.9531 0.8540 0.05 0.09 0.02 0.0939
H 3.5482 0.9394 -0.0290 0.05 -0.01 -0.10 0.0507
H 1.3535 3.5491 1.4245 -0.05 0.16 0.00 0.0789
H 1.8821 2.7318 -0.0596 -0.06 0.06 -0.12 0.0547
H 2.9791 3.8260 0.7933 0.09 0.04 0.02 0.0927
C 0.1914 -3.6395 -2.5285 -0.13 0.12 0.14 -0.1395
C 0.2670 -2.5519 -3.6135 0.01 0.10 0.11 -0.1230
C -0.5562 -1.3957 -3.0170 0.10 0.36 -0.72 -0.1744
O -0.6808 -1.6714 -1.6281 0.20 0.37 0.43 -0.2446
C -0.8640 -3.0792 -1.5731 0.02 -0.85 0.23 -0.1943
H 1.1446 -3.7307 -2.0081 -0.04 -0.04 -0.02 0.0846
H -0.0791 -4.6170 -2.9200 -0.06 -0.05 0.00 0.1105
H -0.1616 -2.8821 -4.5573 0.00 0.00 -0.05 0.1103
H 1.2965 -2.2453 -3.7881 -0.01 0.03 -0.07 0.0976
H -1.5618 -1.3680 -3.4562 0.04 -0.01 0.07 0.1278
H -0.0858 -0.4219 -3.1380 -0.17 -0.07 0.06 0.1009
H -1.8799 -3.3153 -1.9227 0.08 0.05 0.04 0.1389
H -0.7722 -3.3995 -0.5381 0.02 -0.01 -0.36 0.0865
Cl 1.0457 2.6530 -3.6006 -0.13 0.23 -0.05 0.6857
C 2.1249 1.3283 -3.3337 -0.03 -0.32 0.31 -0.6133
C 3.1260 1.0631 -4.2346 0.11 -0.12 0.01 -0.1297
C 3.9734 -0.0254 -4.0569 -0.02 -0.09 0.05 -0.1141
C 3.7952 -0.8656 -2.9614 0.20 -0.18 0.03 -0.1227
C 2.7917 -0.6018 -2.0655 -0.07 0.93 -0.76 -0.5557
Cl 2.4271 -1.6021 -0.6923 0.48 -0.41 0.05 0.8760
C 1.8954 0.5152 -2.1825 1.19 -0.94 -0.28 -0.5278
N 0.9637 0.6804 -1.2956 -1.38 1.25 0.62 -0.1704
H 3.2469 1.7043 -5.0932 -0.01 0.11 -0.10 0.0989
H 4.7473 -0.2226 -4.7799 0.11 -0.06 -0.03 0.0917
H 4.4262 -1.7279 -2.8186 0.16 -0.14 -0.01 0.1036
C 0.9892 -5.7266 6.2773 -0.10 -0.03 0.03 -0.0497
C 0.4347 -4.8413 5.2041 -0.02 0.07 0.04 -0.2706
C 0.0073 -3.5495 5.4940 -0.01 -0.10 -0.10 -0.0279
C -0.4813 -2.7296 4.4906 -0.14 0.09 0.00 -0.0643
C -0.5510 -3.2083 3.1978 -0.06 0.53 -0.23 -0.2628
C -0.1673 -4.5013 2.8959 -0.02 -0.13 -0.06 -0.0434
C 0.3240 -5.3146 3.8994 -0.09 0.16 -0.05 -0.0275
S -0.8864 -2.0980 1.8440 -0.73 -1.26 0.92 0.4737
O -1.0279 -0.7475 2.3688 -0.28 -0.31 0.57 -0.3803
O -2.0146 -2.5882 1.0908 -0.07 -0.02 0.28 -0.2816
O 0.3740 -2.1993 1.0790 0.14 0.06 -0.20 -0.4630
H 1.4698 -5.1435 7.0591 0.05 -0.01 0.06 0.0776
H 1.7078 -6.4285 5.8613 0.07 -0.06 0.05 0.0775
H 0.1835 -6.3021 6.7337 0.00 -0.08 0.08 0.0866
H 0.0747 -3.1741 6.5050 0.02 0.01 0.10 0.1146
H -0.7971 -1.7143 4.6809 0.04 0.08 0.13 0.1152
H -0.2391 -4.8457 1.8758 0.06 -0.12 -0.11 0.1191
H 0.6463 -6.3189 3.6668 0.03 -0.11 -0.02 0.1148
```
Forces are in eV/Å.

HOMO (alpha / beta) = -6.243 / -6.755 eV
Spin multiplicity = 4
⟨S²⟩ = 3.796

The records above yield electronic energy values of -108210.4380; -132582.3734 eV, respectively.